{
  "formula": "C43H49AuBN5O5S2Si",
  "method": "wB97M-V/def2-TZVPD",
  "de_lowest_kcal_mol": 3.2,
  "gap_ha": 0.237,
  "e_homo_ev": -7.545,
  "e_lumo_ev": -1.082,
  "elements": ["Au", "O", "C", "C", "C", "C", "C", "C", "C", "O", "N", "N", "C", "S", "C", "C", "S", "H", "H", "H", "H", "H", "H", "H", "H", "H", "C", "C", "N", "C", "C", "C", "C", "C", "C", "C", "C", "N", "C", "N", "H", "H", "H", "H", "H", "H", "H", "H", "H", "C", "C", "C", "C", "Si", "O", "C", "C", "C", "C", "C", "C", "C", "C", "C", "C", "C", "C", "H", "H", "H", "H", "H", "H", "H", "H", "H", "H", "H", "H", "H", "H", "H", "H", "H", "H", "H", "C", "C", "C", "O", "B", "O", "C", "C", "C", "H", "H", "H", "H", "H", "H", "H", "H", "H", "H", "H", "H"],
  "positions_angstrom": [[-0.854, -0.332, -0.705], [-1.960, -2.834, 2.731], [-1.835, -4.030, 2.119], [-2.005, -5.165, 2.912], [-1.887, -6.427, 2.371], [-1.595, -6.590, 1.019], [-1.433, -5.477, 0.223], [-1.553, -4.186, 0.749], [-1.363, -3.022, -0.138], [-1.413, -1.841, 0.442], [-1.171, -3.221, -1.404], [-1.029, -2.065, -2.147], [-0.666, -2.232, -3.358], [-0.641, -0.899, -4.487], [0.395, -1.783, -5.693], [-0.068, -3.223, -5.720], [-0.226, -3.806, -3.998], [-1.745, -2.130, 2.090], [-2.230, -5.025, 3.961], [-2.023, -7.296, 3.003], [-1.498, -7.580, 0.595], [-1.206, -5.571, -0.829], [1.433, -1.704, -5.373], [0.269, -1.289, -6.656], [0.654, -3.871, -6.214], [-1.038, -3.320, -6.205], [1.394, 2.227, -3.103], [0.964, 1.238, -2.242], [-0.310, 1.215, -1.813], [-1.184, 2.117, -2.250], [-0.859, 3.087, -3.199], [0.491, 3.154, -3.577], [-1.813, 4.051, -3.696], [-3.163, 3.973, -3.818], [-4.035, 2.819, -3.883], [-5.430, 2.993, -3.923], [-6.218, 1.881, -4.118], [-5.713, 0.658, -4.271], [-4.390, 0.576, -4.198], [-3.549, 1.575, -4.013], [2.435, 2.249, -3.391], [1.622, 0.482, -1.821], [-2.152, 2.110, -1.784], [0.805, 3.932, -4.264], [-1.377, 4.990, -4.022], [-3.664, 4.912, -4.018], [-5.860, 3.978, -3.802], [-7.298, 1.951, -4.165], [-3.956, -0.414, -4.302], [4.573, -1.542, -1.132], [4.163, -1.738, 0.326], [3.567, -3.130, 0.515], [5.354, -1.547, 1.260], [2.703, -0.488, 0.684], [1.510, -0.831, -0.277], [3.221, 1.339, 0.509], [4.485, 1.865, 0.245], [4.686, 3.233, 0.097], [3.621, 4.113, 0.216], [2.354, 3.617, 0.488], [2.166, 2.251, 0.631], [2.346, -0.719, 2.540], [2.990, 0.017, 3.536], [2.650, -0.145, 4.874], [1.653, -1.041, 5.234], [0.997, -1.775, 4.256], [1.347, -1.614, 2.922], [5.343, -2.272, -1.419], [4.978, -0.541, -1.310], [3.712, -1.682, -1.791], [4.292, -3.899, 0.215], [2.667, -3.254, -0.091], [3.301, -3.307, 1.560], [6.146, -2.265, 1.006], [5.071, -1.717, 2.301], [5.783, -0.545, 1.185], [5.338, 1.205, 0.141], [5.679, 3.611, -0.117], [3.778, 5.178, 0.096], [1.513, 4.295, 0.586], [1.171, 1.864, 0.832], [3.761, 0.731, 3.264], [3.162, 0.434, 5.634], [1.386, -1.160, 6.278], [0.206, -2.466, 4.523], [0.832, -2.182, 2.154], [-1.168, 1.503, 4.316], [-1.895, 1.354, 2.993], [-3.273, 0.733, 3.214], [-1.165, 0.417, 2.163], [-1.206, 0.872, 0.893], [-1.702, 2.133, 0.767], [-1.936, 2.650, 2.106], [-3.267, 3.385, 2.104], [-0.802, 3.623, 2.410], [-1.212, 0.552, 4.846], [-1.645, 2.271, 4.927], [-0.119, 1.751, 4.169], [-3.137, -0.261, 3.640], [-3.801, 0.621, 2.265], [-3.876, 1.333, 3.895], [-4.058, 2.768, 1.683], [-3.175, 4.284, 1.494], [-3.540, 3.676, 3.118], [0.159, 3.109, 2.422], [-0.958, 4.117, 3.369], [-0.775, 4.377, 1.622]]
}

{
  "formula": "C43H49CuGeN2O3S",
  "method": "wB97M-V/def2-TZVPD",
  "multiplicity": 2,
  "de_lowest_kcal_mol": 1.5,
  "s_squared": 0.76,
  "charge": -1,
  "gap_ha": [0.244, 0.230],
  "e_homo_ev": [-4.157, -4.061],
  "e_lumo_ev": [2.478, 2.210],
  "elements": ["Cu", "C", "C", "C", "C", "C", "C", "C", "C", "C", "C", "H", "H", "H", "H", "H", "H", "H", "H", "H", "H", "H", "H", "H", "H", "H", "C", "C", "N", "C", "C", "C", "S", "N", "C", "O", "C", "C", "C", "C", "C", "C", "H", "H", "H", "H", "H", "H", "H", "H", "H", "H", "H", "H", "H", "H", "H", "O", "C", "O", "C", "C", "Ge", "C", "C", "C", "C", "C", "C", "C", "C", "C", "C", "C", "C", "C", "C", "C", "C", "C", "C", "H", "H", "H", "H", "H", "H", "H", "H", "H", "H", "H", "H", "H", "H", "H", "H", "H", "H", "H"],
  "positions_angstrom": [[0.126, 0.269, -0.487], [0.409, -0.440, 1.557], [1.006, -1.693, 1.133], [0.034, -2.661, 1.172], [-1.193, -2.071, 1.677], [-0.969, -0.741, 1.923], [-1.888, 0.234, 2.593], [-2.468, -2.823, 1.920], [0.213, -4.071, 0.699], [2.427, -1.907, 0.711], [1.180, 0.707, 2.148], [-1.638, 0.359, 3.654], [-2.929, -0.096, 2.548], [-1.821, 1.219, 2.126], [-2.472, -3.319, 2.897], [-2.629, -3.601, 1.169], [-3.338, -2.162, 1.890], [0.411, -4.111, -0.379], [-0.670, -4.683, 0.894], [1.061, -4.558, 1.191], [2.909, -2.677, 1.323], [3.015, -0.993, 0.792], [2.486, -2.226, -0.334], [1.192, 0.636, 3.244], [0.738, 1.671, 1.888], [2.213, 0.713, 1.799], [0.244, 2.328, -5.066], [0.470, 0.851, -5.364], [-0.016, -0.018, -4.296], [-1.430, -0.380, -4.355], [-1.677, -1.697, -5.074], [0.749, -0.290, -3.228], [0.182, -1.436, -2.050], [1.972, 0.243, -3.225], [2.615, 0.634, -2.129], [2.135, 0.878, -1.002], [4.094, 0.877, -2.311], [4.879, 1.115, -1.188], [6.244, 1.325, -1.317], [6.835, 1.310, -2.573], [6.055, 1.079, -3.699], [4.691, 0.859, -3.567], [0.659, 2.945, -5.868], [0.721, 2.590, -4.123], [-0.819, 2.556, -4.968], [1.530, 0.658, -5.503], [-0.053, 0.553, -6.276], [-1.947, 0.440, -4.861], [-1.815, -0.419, -3.338], [-1.270, -1.681, -6.088], [-2.750, -1.897, -5.141], [-1.206, -2.512, -4.523], [4.394, 1.133, -0.220], [6.848, 1.502, -0.435], [7.901, 1.478, -2.675], [6.511, 1.069, -4.682], [4.069, 0.668, -4.431], [-0.817, 1.879, -2.072], [-1.094, 2.434, -0.998], [-0.802, 1.937, 0.141], [-1.821, 3.766, -0.976], [-3.009, 3.739, -0.018], [-4.585, 2.789, -0.688], [-5.396, 3.946, -2.047], [-6.263, 4.958, -1.627], [-6.818, 5.853, -2.532], [-6.513, 5.751, -3.883], [-5.649, 4.757, -4.318], [-5.095, 3.866, -3.407], [-4.307, 0.993, -1.389], [-3.408, 0.134, -0.751], [-3.268, -1.185, -1.162], [-4.040, -1.673, -2.207], [-4.942, -0.836, -2.849], [-5.072, 0.488, -2.443], [-5.870, 2.640, 0.784], [-7.100, 2.015, 0.570], [-8.018, 1.871, 1.600], [-7.718, 2.350, 2.870], [-6.499, 2.970, 3.101], [-5.584, 3.113, 2.063], [-2.117, 4.020, -1.995], [-1.100, 4.517, -0.642], [-3.356, 4.757, 0.184], [-2.687, 3.302, 0.930], [-6.522, 5.043, -0.576], [-7.489, 6.628, -2.184], [-6.947, 6.444, -4.593], [-5.400, 4.675, -5.370], [-4.406, 3.109, -3.764], [-2.784, 0.492, 0.061], [-2.533, -1.816, -0.677], [-3.917, -2.700, -2.535], [-5.546, -1.211, -3.669], [-5.795, 1.120, -2.945], [-7.342, 1.625, -0.414], [-8.966, 1.380, 1.416], [-8.430, 2.233, 3.678], [-6.255, 3.337, 4.091], [-4.633, 3.593, 2.262]]
}

| no. | calculated total energy (a.u.) |
| --- | --- |
| 1 | -3564.49174 |
| 2 | -6118.91254 |